## 1
C2H5OP in the gas phase, computed with ωB97M-V with the def2-TZVPD basis set.

Last columns: bonded neighbours and bond lengths (Å).
Geometry (Å):
1 C 0.40745 -0.20379 -1.64909  C2 1.309, H5 1.043, H6 1.013
2 C 0.15445 -0.37355 -0.37622  C1 1.309, O3 1.421, H7 1.082
3 O -0.72102 0.36675 0.46348  C2 1.421, P4 1.655
4 P 0.05127 0.75749 1.87418  O3 1.655, H8 1.349, H9 1.454
5 H 1.12750 -0.79120 -2.12286  C1 1.043
6 H 0.03073 0.67407 -1.98673  C1 1.013
7 H 0.63126 -1.01640 0.35229  C2 1.082
8 H -0.92372 1.57549 2.32013  P4 1.349
9 H 0.97360 1.76680 1.37979  P4 1.454

gap between HOMO and LUMO: 0.379 Ha
SMILES: C=COP
charge: 0



## 2
2 unconnected molecules or ions with the total composition C2H5OP, computed with ωB97M-V with the def2-TZVPD basis set.

Last columns: bonded neighbours and bond lengths (Å).
Geometry (Å):
1 C -0.65074 -0.95132 -0.31052  C2 1.460, P4 1.873, H5 1.080, H6 1.086
2 C -0.03335 -0.08990 0.69384  C1 1.460, P4 1.785, H7 1.072
3 O 1.78403 0.79395 -0.22747  H8 0.957
4 P -1.44647 0.72157 -0.03382  C1 1.873, C2 1.785, H9 1.392
5 H -0.13028 -1.08727 -1.24752  C1 1.080
6 H -1.13610 -1.85168 0.05338  C1 1.086
7 H 0.32934 -0.29773 1.68080  C2 1.072
8 H 2.00740 1.43336 0.44851  O3 0.957
9 H -0.72384 1.32902 -1.05721  P4 1.392

gap between HOMO and LUMO (alpha / beta): 0.328 / 0.329 Ha
charge: 0



Least stable of them? 2.